(1)
{"formula": "C9H11IN", "method": "ωB97M-V/def2-TZVPD", "smiles": "[NH3+][C@]1(I)CCc2ccccc21", "lumo_energy_ev": -3.74, "de_lowest_kcal_mol": 11.05, "total_charge": 1, "energy_ev": -19095.4031, "species": ["N", "C", "I", "C", "C", "C", "C", "C", "C", "C", "C", "H", "H", "H", "H", "H", "H", "H", "H", "H", "H", "H"], "xyz": [[1.3416, 0.9448, 1.8745], [1.2515, 0.5399, 0.4364], [3.2424, -0.1612, -0.1445], [0.7384, 1.9501, -0.5887], [-0.2887, 1.3025, -1.4960], [-0.6791, -0.0101, -0.8753], [-1.7292, -0.8239, -1.2650], [-1.9477, -2.0208, -0.6004], [-1.1367, -2.4059, 0.4570], [-0.0802, -1.6027, 0.8486], [0.1473, -0.4087, 0.1749], [0.4444, 1.3277, 2.2056], [2.0941, 1.6314, 2.0222], [1.5614, 0.1087, 2.4385], [1.6093, 2.3400, -1.0988], [0.3257, 2.6838, 0.0931], [0.1347, 1.1162, -2.4849], [-1.1595, 1.9452, -1.6231], [-2.3660, -0.5360, -2.0865], [-2.7553, -2.6641, -0.9130], [-1.3136, -3.3368, 0.9700], [0.5652, -1.9203, 1.6552]], "lowdin_charge": [0.15, -0.70, 0.92, -0.06, -0.13, -0.17, 0.00, -0.04, -0.05, -0.04, -0.27, 0.18, 0.16, 0.15, 0.08, 0.10, 0.13, 0.13, 0.13, 0.12, 0.11, 0.11]}


(2)
{"formula": "C36H52F32O8P2", "method": "ωB97M-V/def2-TZVPD", "lumo_energy_ev": 2.70, "de_lowest_kcal_mol": 324.29, "total_charge": -2, "energy_ev": -160087.0578, "species": ["C", "C", "C", "C", "P", "C", "C", "C", "C", "C", "C", "C", "C", "C", "C", "C", "C", "H", "H", "H", "H", "H", "H", "H", "H", "H", "H", "H", "H", "H", "H", "H", "H", "H", "H", "H", "H", "H", "H", "H", "H", "H", "H", "H", "H", "H", "H", "H", "H", "H", "H", "H", "H", "P", "O", "O", "O", "O", "C", "C", "C", "F", "F", "F", "F", "O", "C", "C", "F", "F", "F", "F", "H", "H", "H", "H", "C", "C", "C", "F", "F", "F", "F", "O", "C", "C", "F", "F", "F", "F", "H", "H", "H", "H", "C", "C", "C", "F", "F", "F", "F", "O", "C", "C", "F", "F", "F", "F", "H", "H", "H", "H", "C", "C", "C", "F", "F", "F", "F", "O", "C", "C", "F", "F", "F", "F", "H", "H", "H", "H"], "xyz": [[-7.1364, -1.8602, 5.9668], [-7.0440, -1.1106, 4.6376], [-5.5978, -1.0265, 4.0400], [-5.6907, -0.5360, 2.5893], [-4.1991, -0.3795, 1.5218], [-4.8318, -0.0088, -0.1474], [-6.2006, -0.6971, -0.6633], [-6.5846, -0.4498, -2.1795], [-6.9466, 1.0808, -2.3752], [-3.2863, -1.9376, 1.5643], [-4.0707, -3.1789, 1.1392], [-3.1993, -4.4063, 0.8507], [-4.1257, -5.5699, 0.5691], [-3.3075, 1.0150, 2.3777], [-4.2257, 2.1783, 2.8021], [-3.5986, 3.5035, 3.2793], [-3.0164, 4.2059, 1.9884], [-8.1695, -2.1290, 6.1870], [-6.8253, -1.2425, 6.8093], [-6.6083, -2.8082, 6.0696], [-7.3818, -0.0850, 4.7862], [-7.8063, -1.5842, 4.0190], [-5.0888, -1.9886, 3.9828], [-4.9191, -0.3623, 4.5750], [-6.2028, 0.4046, 2.3869], [-6.3480, -1.2009, 2.0290], [-4.0846, -0.2198, -0.9124], [-5.0776, 1.0530, -0.1660], [-7.0614, -0.4193, -0.0550], [-6.1426, -1.7679, -0.4679], [-7.3993, -1.0219, -2.6234], [-5.6958, -0.4845, -2.8096], [-6.2123, 1.7959, -2.0044], [-7.8767, 1.3664, -1.8837], [-6.9780, 1.2719, -3.4478], [-3.0436, -1.9860, 2.6259], [-2.3697, -1.8293, 0.9845], [-4.8314, -3.0072, 0.3777], [-4.6885, -3.4078, 2.0076], [-2.7265, -4.7082, 1.7853], [-2.4377, -4.2486, 0.0871], [-3.5593, -6.2819, -0.0311], [-4.9451, -5.3240, -0.1063], [-4.4706, -5.8307, 1.5697], [-2.5963, 1.4053, 1.6496], [-2.6281, 0.5806, 3.1110], [-4.7121, 1.8469, 3.7195], [-4.9598, 2.3434, 2.0134], [-2.8968, 3.4603, 4.1122], [-4.4751, 3.9620, 3.7371], [-3.7482, 4.2430, 1.1815], [-2.0796, 3.7107, 1.7326], [-2.7090, 5.2127, 2.2712], [1.9094, 0.2103, -0.5327], [3.0586, -0.6703, -1.1070], [0.5569, -0.0810, -1.3356], [2.3361, 1.7269, -0.5524], [1.7014, -0.3548, 0.9388], [3.6742, 1.2180, 4.9878], [3.9775, -0.0350, 5.8369], [3.6179, -1.3111, 5.1150], [4.1043, -2.4359, 5.7616], [2.2877, -1.4726, 5.1099], [5.3046, -0.0222, 6.1082], [3.5043, -0.0314, 7.0460], [4.2481, 2.3661, 5.7235], [4.5575, 3.4835, 4.8578], [3.2990, 4.1814, 4.2577], [2.2414, 4.2620, 5.1029], [3.4981, 5.3747, 3.8469], [5.0586, 4.3793, 5.6929], [5.5285, 3.1903, 4.0190], [2.5952, 1.1739, 4.8396], [4.1043, 1.0159, 4.0069], [4.0161, -1.3472, 4.1010], [2.9058, 3.5226, 3.4835], [1.3695, 2.9690, -5.7210], [-0.0916, 3.3666, -5.6296], [-0.2685, 3.8754, -4.1756], [0.3863, 5.0412, -3.8704], [-1.5650, 4.1390, -4.0659], [-0.3487, 4.2466, -6.5184], [-0.8513, 2.3334, -5.8390], [1.7992, 2.5352, -7.0500], [1.8938, 1.2261, -7.3106], [3.2076, 0.5188, -6.6888], [3.2723, -0.7904, -6.9133], [4.3780, 1.0195, -7.0808], [0.7629, 0.6455, -6.9357], [2.0146, 1.0703, -8.5726], [1.5305, 2.1561, -5.0130], [1.9898, 3.8207, -5.4417], [0.0351, 3.2882, -3.3089], [3.2022, 0.7374, -5.6210], [1.3695, -4.5514, -3.6473], [0.3004, -4.6349, -4.7883], [-0.8681, -3.6632, -4.4296], [-1.7311, -3.6674, -5.4872], [-1.5330, -4.0233, -3.3749], [0.8419, -4.2868, -5.9470], [-0.0517, -5.9106, -4.9274], [2.1248, -5.7278, -3.5356], [3.2702, -5.7966, -2.5929], [2.8782, -5.4963, -1.1350], [2.0366, -6.4892, -0.7170], [3.8229, -5.4894, -0.2286], [3.9167, -6.9871, -2.6167], [4.1525, -5.0256, -3.2070], [0.9070, -4.3623, -2.6786], [2.0340, -3.7364, -3.9342], [-0.5230, -2.6338, -4.3329], [2.3648, -4.5498, -0.9656], [7.3572, 1.9594, -0.9045], [8.4440, 1.0027, -0.3236], [7.9093, 0.0320, 0.7301], [8.6964, -1.1613, 0.7391], [7.8550, 0.6225, 1.9891], [8.9835, 0.3741, -1.3544], [9.4602, 1.6780, 0.2915], [8.0311, 3.0073, -1.5818], [7.8487, 4.3267, -1.1259], [6.4728, 4.8128, -1.4397], [6.4542, 6.0283, -0.8804], [6.1800, 4.9823, -2.7514], [8.1355, 4.4426, 0.1958], [8.7040, 5.1282, -1.6957], [6.8696, 2.4194, -0.0450], [6.6235, 1.5290, -1.5861], [6.9462, -0.3959, 0.4519], [5.7309, 4.1604, -0.9791]], "lowdin_charge": [-0.14, -0.26, -0.22, -0.31, 1.05, -0.22, -0.23, -0.21, -0.13, -0.25, -0.26, -0.25, -0.13, -0.23, -0.29, -0.24, -0.09, 0.06, 0.07, 0.07, 0.10, 0.10, 0.10, 0.10, 0.08, 0.08, 0.11, 0.07, 0.08, 0.07, 0.10, 0.10, 0.06, 0.06, 0.06, 0.09, 0.12, 0.08, 0.10, 0.11, 0.12, 0.08, 0.07, 0.07, 0.10, 0.10, 0.08, 0.09, 0.11, 0.09, 0.07, 0.08, 0.06, -0.17, -0.57, -0.63, -0.62, -0.59, -0.02, -0.52, -0.28, 0.05, 0.10, 0.10, 0.16, 0.02, -0.54, -0.36, 0.08, 0.17, 0.15, 0.19, 0.15, 0.15, 0.18, 0.18, -0.01, -0.59, -0.29, 0.06, 0.09, 0.20, 0.17, 0.06, -0.66, -0.30, 0.11, 0.10, 0.17, 0.20, 0.15, 0.15, 0.19, 0.17, -0.07, -0.47, -0.33, 0.06, 0.13, 0.14, 0.13, -0.01, -0.45, -0.31, 0.07, 0.13, 0.13, 0.16, 0.14, 0.15, 0.18, 0.18, -0.03, -0.46, -0.19, 0.01, 0.06, 0.14, 0.10, 0.02, -0.58, -0.30, 0.10, 0.11, 0.14, 0.19, 0.14, 0.17, 0.18, 0.18]}


(3)
{"formula": "C2H4NP", "method": "ωB97M-V/def2-TZVPD", "lumo_energy_ev": 0.36, "de_lowest_kcal_mol": 47.38, "energy_ev": -12914.4744, "species": ["C", "C", "N", "P", "H", "H", "H", "H"], "xyz": [[-0.3876, -0.6093, 0.4535], [0.5725, -0.0453, -0.5735], [-0.9181, 1.1060, 0.8345], [0.1681, 1.7362, -0.0722], [-1.3400, -1.0050, 0.1421], [0.0300, -0.8439, 1.5035], [1.6589, -0.3485, -0.5970], [0.2163, 0.0099, -1.6909]], "lowdin_charge": [-0.19, -0.48, -0.38, 0.74, 0.06, 0.11, 0.06, 0.08]}


(4)
{"formula": "C3H3N2OS", "method": "ωB97M-V/def2-TZVPD", "lumo_energy_ev": [-6.93, -8.76], "de_lowest_kcal_mol": 164.96, "total_charge": 1, "energy_ev": -19007.8005, "species": ["C", "C", "C", "N", "N", "O", "S", "H", "H", "H"], "xyz": [[2.2363, -0.9158, -0.1576], [0.3719, -0.5146, 0.6750], [-1.4052, 1.0568, -0.5345], [1.3118, -0.1798, -0.4909], [2.3123, -1.5565, 0.9923], [1.0365, -1.4590, 1.4040], [-1.3058, -0.3153, 0.6159], [-2.1846, 1.7663, -0.4027], [-1.8902, 0.6697, -1.4125], [-0.4830, 1.4481, -0.6891]], "lowdin_charge": [-0.04, -0.46, -0.27, 0.19, 0.20, 0.01, 1.21, 0.07, 0.07, 0.01]}


(5)
{"formula": "C5H10F3O2", "method": "ωB97M-V/def2-TZVPD", "multiplicity": 2, "lumo_energy_ev": [0.06, -0.31], "de_lowest_kcal_mol": 229.47, "s_squared": 0.753, "energy_ev": -17582.0178, "species": ["C", "F", "F", "F", "C", "O", "C", "H", "H", "H", "H", "H", "C", "O", "C", "H", "H", "H", "H", "H"], "xyz": [[1.4115, -1.8867, -1.0698], [1.4585, -0.9841, -2.0547], [0.4509, -2.7660, -1.3674], [2.5725, -2.5419, -1.1179], [1.2256, -1.2244, 0.6839], [2.0576, -0.1035, 0.7528], [1.3128, 1.0454, 1.1408], [0.1240, -1.2604, 0.6893], [1.6611, -2.0173, 1.3048], [0.4595, 0.1669, 1.5843], [2.1867, 1.7133, 1.2463], [0.7366, 1.9524, 1.3749], [-1.5912, 1.0513, 0.6257], [-1.1221, 0.7809, -0.6820], [-2.0808, 1.1289, -1.5900], [-2.4271, 0.3539, 0.8263], [-1.2022, 0.7897, 1.6152], [-2.5138, 1.8099, 0.0671], [-1.6543, 1.3278, -2.5756], [-3.0659, 0.6640, -1.4541]], "mulliken_spin": [0.00, 0.00, 0.00, 0.00, 0.00, 0.00, 0.01, -0.01, 0.00, -0.01, 0.00, 0.00, 0.00, 0.10, 0.81, 0.02, 0.00, 0.02, 0.03, 0.02]}